ORCA calculation (ωB97M-V with the def2-TZVPD basis set) on a molecular structure, C3HLiO4Sm at a distorted geometry.

XYZ file:
```
10
Properties=species:S:1:pos:R:3
O 0.764 -1.790 0.979
C -0.354 -1.294 1.054
O -0.637 -0.109 0.438
O -1.154 -1.477 2.031
Sm 2.422 -1.297 -0.501
C 0.288 0.310 -0.427
C 0.004 1.418 -1.164
O -0.075 2.317 -1.863
Li -0.529 4.030 -3.220
H -0.729 -2.108 2.673
```

## Properties
E_tot in Eh: -1080.2341
E_HOMO (alpha / beta) in eV: -20.052 / -23.087
Charge: +3
Lowest unoccupied orbital energy (alpha / beta) in Ha: -0.441 / -0.526
Multiplicity: 8
Expectation value of S²: 15.7603
Frontier orbital gap (alpha / beta) in eV: 8.1 / 8.8

=====

ORCA calculation (ωB97M-V with the def2-TZVPD basis set) on C4H8O3 in the gas phase.

XYZ file:
```
15
Properties=species:S:1:pos:R:3
C -2.845 -0.079 -0.156
O -1.629 0.006 0.587
C -0.535 0.075 -0.190
O -0.576 0.098 -1.399
C 0.721 0.066 0.634
C 1.991 0.221 -0.174
O 3.010 -0.341 0.634
H -2.819 -0.959 -0.803
H -3.649 -0.164 0.575
H -2.967 0.816 -0.770
H 0.670 0.812 1.431
H 0.800 -0.914 1.115
H 1.886 -0.307 -1.128
H 2.215 1.272 -0.407
H 3.727 -0.600 0.050
```

## Properties
E_tot in Eh: -382.9300
E_HOMO in eV: -10.545
Relative energy (zero: lowest compared OMol25 entry of this formula, charge and spin) in kJ/mol: 91.5
Lowest unoccupied orbital energy in Ha: 0.032
Multiplicity: 1
Frontier orbital gap in eV: 11.4

=====

ORCA calculation (ωB97M-V with the def2-TZVPD basis set) on 2 unconnected molecules or ions with the total composition C5H12BrN2 at a distorted geometry.

XYZ file:
```
20
Properties=species:S:1:pos:R:3
C -1.587 2.049 0.831
C -0.727 0.525 -0.829
C 1.393 -0.431 -0.335
C 2.861 -0.394 -0.560
C 0.878 -1.497 0.584
N 0.701 0.433 -0.952
N -0.962 1.821 -0.242
Br -4.229 -0.335 -0.111
H -2.096 1.238 1.341
H -1.652 3.053 1.231
H -1.144 0.526 -1.844
H -1.231 -0.245 -0.228
H 3.113 0.313 -1.343
H 3.222 -1.384 -0.826
H 3.360 -0.105 0.364
H 0.244 -2.195 0.035
H 0.290 -1.073 1.394
H 1.700 -2.057 1.015
H -5.510 -0.820 -0.292
H -0.459 2.569 -0.734
```

## Properties
E_tot in Eh: -2880.9546
E_HOMO in eV: -13.706
Charge: +1
Relative energy (zero: lowest compared OMol25 entry of this formula, charge and spin) in kJ/mol: 156.1
Lowest unoccupied orbital energy in Ha: -0.179
Multiplicity: 1
Frontier orbital gap in eV: 8.8

=====

ORCA calculation (ωB97M-V with the def2-TZVPD basis set) on 2 unconnected molecules or ions with the total composition C14H19N3O5 at a distorted geometry.

XYZ file:
```
41
Properties=species:S:1:pos:R:3
N 2.638 4.432 -0.653
C 1.240 4.478 -1.069
C 1.046 3.575 -2.289
C 1.543 2.124 -2.018
C 2.689 1.653 -2.477
N 2.828 0.243 -2.353
C 1.567 -0.186 -1.847
C 1.100 -1.465 -1.480
C -0.172 -1.545 -0.951
C -1.084 -0.463 -0.913
C -0.675 0.771 -1.360
C 0.731 0.922 -1.724
C 0.393 3.953 0.082
O 0.874 3.587 1.136
O -0.881 3.712 -0.247
H 2.707 3.839 -0.018
H 2.767 5.253 -0.188
H 1.004 5.435 -1.262
H 1.642 4.030 -3.134
H 0.018 3.571 -2.543
H 3.523 2.277 -2.864
H 3.651 -0.296 -2.627
H 1.723 -2.302 -1.421
H -0.532 -2.500 -0.556
H -2.063 -0.604 -0.407
H -1.365 1.640 -1.231
H -1.277 3.381 0.548
N -1.582 -5.169 2.347
C -2.128 -3.850 2.669
C -1.088 -2.752 2.985
O -0.271 -3.058 4.101
C -3.030 -3.287 1.588
O -3.906 -2.468 1.773
O -2.758 -3.801 0.373
H -0.892 -5.402 3.060
H -1.112 -5.120 1.481
H -2.746 -3.965 3.562
H -0.374 -2.645 2.139
H -1.612 -1.778 3.134
H -0.790 -2.852 4.895
H -3.344 -3.369 -0.242
```

## Properties
E_tot in Eh: -1085.3325
E_HOMO in eV: -8.127
Relative energy (zero: lowest compared OMol25 entry of this formula, charge and spin) in kJ/mol: 268.6
Lowest unoccupied orbital energy in Ha: 0.022
Multiplicity: 1
Frontier orbital gap in eV: 8.7

=====

ORCA calculation (ωB97M-V with the def2-TZVPD basis set) on 2 unconnected molecules or ions with the total composition CH5O3P at a distorted geometry.

XYZ file:
```
10
Properties=species:S:1:pos:R:3
C 0.378 1.482 0.100
O 1.715 1.000 0.085
P 2.130 -0.562 -0.046
O 0.956 -1.403 0.179
H 0.474 2.200 0.913
H -0.432 0.776 0.287
H 0.052 1.812 -0.798
O -1.963 -1.633 0.017
H -1.043 -1.542 0.083
H -2.267 -2.130 -0.821
```

## Properties
E_tot in Eh: -608.1873
E_HOMO in eV: -10.925
Relative energy (zero: lowest compared OMol25 entry of this formula, charge and spin) in kJ/mol: 60.2
Lowest unoccupied orbital energy in Ha: -0.010
Multiplicity: 1
Frontier orbital gap in eV: 10.7

=====

ORCA calculation (ωB97M-V with the def2-TZVPD basis set) on 2 unconnected molecules or ions with the total composition C21H45IN3O2S at a distorted geometry.

XYZ file:
```
73
Properties=species:S:1:pos:R:3
C 2.927 0.192 4.199
C 1.365 -0.191 4.133
C 0.393 1.037 3.736
C -1.041 0.902 4.495
C -1.687 2.345 4.810
C -2.897 2.754 3.814
C -2.573 2.412 2.276
C -3.408 1.170 1.669
C -2.509 0.008 1.018
C -2.383 0.094 -0.593
C -0.830 -0.116 -1.017
N -0.158 1.124 -1.494
C -0.128 2.199 -0.466
C 0.502 3.590 -1.039
N 1.452 3.382 -2.194
S 2.535 4.801 -2.201
C 2.204 2.093 -2.045
C 3.260 1.812 -3.243
C 4.746 1.481 -2.676
O 5.683 2.317 -2.807
I 5.218 -0.416 -1.678
C 1.241 0.792 -1.969
H 3.374 -0.049 3.166
H 3.049 1.303 4.447
H 3.409 -0.407 5.045
H 1.021 -0.673 5.122
H 1.225 -0.996 3.315
H 0.194 0.956 2.610
H 0.878 2.026 4.049
H -0.875 0.317 5.463
H -1.716 0.297 3.781
H -0.824 3.113 4.804
H -2.111 2.375 5.887
H -3.902 2.312 4.159
H -2.988 3.907 3.877
H -2.858 3.342 1.644
H -1.450 2.234 2.070
H -4.136 1.588 0.882
H -4.054 0.751 2.516
H -1.460 -0.026 1.508
H -3.007 -0.996 1.310
H -3.097 -0.609 -1.146
H -2.644 1.173 -0.928
H -0.275 -0.677 -0.187
H -0.859 -0.835 -1.927
H -1.178 2.497 -0.085
H 0.521 1.846 0.422
H 0.953 4.237 -0.203
H -0.393 4.185 -1.466
H 0.951 3.366 -3.112
H 1.655 5.834 -1.826
H 2.729 2.148 -1.014
H 3.407 2.727 -3.934
H 2.895 0.966 -3.942
H 1.091 0.291 -2.999
H 1.735 0.020 -1.257
C -0.738 -6.267 -3.525
C -0.928 -4.780 -3.809
C 0.270 -3.905 -3.385
O 0.374 -3.684 -1.980
C 0.934 -4.769 -1.255
N -2.176 -4.328 -3.179
H -0.902 -6.520 -2.475
H -1.455 -6.858 -4.102
H 0.266 -6.597 -3.805
H -1.038 -4.672 -4.894
H 0.131 -2.911 -3.826
H 1.214 -4.293 -3.784
H 1.711 -5.286 -1.822
H 0.147 -5.465 -0.959
H 1.377 -4.370 -0.339
H -2.359 -3.369 -3.466
H -1.999 -4.253 -2.176
```

## Properties
E_tot in Eh: -1837.3052
E_HOMO in eV: -11.173
Charge: +1
Relative energy (zero: lowest compared OMol25 entry of this formula, charge and spin) in kJ/mol: 0.0
Lowest unoccupied orbital energy in Ha: -0.133
Multiplicity: 1
Frontier orbital gap in eV: 7.6

=====

ORCA calculation (ωB97M-V with the def2-TZVPD basis set) on 5 unconnected molecules or ions with the total composition C46H66F35N4O6S at a distorted geometry.

XYZ file:
```
158
Properties=species:S:1:pos:R:3
C 3.227 3.737 3.955
C 3.276 2.199 4.065
C 3.486 1.518 2.706
C 3.047 0.026 2.768
C 3.944 -0.896 1.890
C 3.178 -1.566 0.733
C 3.309 -0.804 -0.613
C 3.253 -1.803 -1.788
C 2.385 -1.293 -2.973
C 0.911 -1.557 -2.614
C -0.085 -0.876 -3.589
C -1.215 -0.166 -2.831
C -2.165 -1.137 -2.094
C -2.014 -1.155 -0.559
C -3.063 -0.315 0.202
C -4.188 -1.054 0.920
C -5.388 -1.436 0.030
O -6.554 -1.493 0.839
C -6.547 -2.559 1.753
C -6.627 -2.098 3.195
F -5.471 -1.679 3.679
F -7.564 -1.230 3.402
F -6.946 -3.176 3.912
C -2.314 0.388 1.390
N -2.060 1.821 1.233
C -1.296 2.544 2.246
C -2.213 2.990 3.387
C -3.340 3.973 2.990
C -2.790 5.332 2.582
N -3.795 6.278 2.063
C -4.606 5.776 1.025
N -4.441 6.012 -0.190
N -5.743 4.979 1.390
C -2.579 2.302 0.153
O -2.388 3.566 -0.119
S -3.485 1.180 -0.800
H 4.238 4.120 3.945
H 2.678 4.045 3.068
H 2.673 4.117 4.811
H 2.337 1.835 4.483
H 4.083 1.920 4.736
H 2.828 1.994 1.975
H 4.512 1.610 2.371
H 2.031 -0.039 2.375
H 3.103 -0.294 3.804
H 4.270 -1.705 2.540
H 4.807 -0.340 1.547
H 3.642 -2.537 0.566
H 2.136 -1.729 1.004
H 2.459 -0.119 -0.651
H 4.242 -0.250 -0.594
H 4.249 -2.095 -2.105
H 2.717 -2.670 -1.407
H 2.677 -1.858 -3.854
H 2.531 -0.224 -3.106
H 0.754 -2.632 -2.596
H 0.770 -1.101 -1.639
H -0.452 -1.539 -4.368
H 0.479 -0.093 -4.098
H -1.756 0.441 -3.556
H -0.748 0.541 -2.140
H -1.894 -2.133 -2.436
H -3.191 -0.985 -2.428
H -2.151 -2.186 -0.234
H -0.999 -0.858 -0.330
H -4.586 -0.422 1.703
H -3.802 -1.950 1.401
H -5.570 -0.632 -0.681
H -5.238 -2.346 -0.546
H -7.453 -3.146 1.603
H -5.712 -3.249 1.644
H -2.722 0.237 2.387
H -1.312 -0.033 1.514
H -0.568 1.843 2.635
H -0.723 3.347 1.798
H -2.730 2.096 3.730
H -1.676 3.424 4.224
H -3.929 3.477 2.222
H -3.976 4.102 3.859
H -1.920 5.219 1.927
H -2.393 5.782 3.493
H -3.262 7.019 1.624
H -3.622 6.614 -0.304
H -5.594 4.044 1.032
H -6.502 5.352 0.828
H -1.434 3.720 -0.194
C -7.268 -6.785 -0.807
C -6.677 -8.202 -0.747
C -5.461 -8.386 0.160
F -4.419 -7.632 -0.263
F -5.067 -9.678 0.130
F -6.397 -8.621 -2.000
F -7.656 -9.017 -0.271
O -6.879 -5.997 -1.921
C -5.728 -5.260 -1.843
C -4.727 -5.667 -2.922
F -4.368 -6.953 -2.768
F -3.608 -4.905 -2.810
F -5.194 -5.324 -0.603
F -6.072 -3.962 -2.047
H -8.341 -6.915 -0.932
H -7.152 -6.251 0.136
H -5.700 -8.123 1.195
H -5.156 -5.534 -3.917
C 8.666 -4.508 0.443
C 7.540 -3.530 0.073
C 7.655 -2.123 0.654
F 7.605 -2.138 2.001
F 6.605 -1.372 0.222
F 6.348 -4.076 0.392
F 7.558 -3.400 -1.290
O 8.382 -5.406 1.498
C 8.626 -5.002 2.793
C 7.347 -5.023 3.626
F 6.435 -4.165 3.114
F 7.616 -4.630 4.890
F 9.227 -3.797 2.823
F 9.495 -5.887 3.325
H 8.801 -5.149 -0.428
H 9.623 -4.003 0.577
H 8.581 -1.635 0.336
H 6.915 -6.026 3.646
C -9.390 8.385 0.381
C -8.901 9.824 0.609
C -9.266 10.840 -0.471
F -8.710 10.512 -1.657
F -8.791 12.059 -0.121
F -7.564 9.813 0.813
F -9.469 10.253 1.770
O -8.439 7.484 -0.158
C -8.306 7.402 -1.528
C -6.889 7.760 -1.961
F -6.587 9.032 -1.620
F -6.769 7.667 -3.307
F -9.232 8.152 -2.152
F -8.548 6.114 -1.869
H -9.609 7.987 1.370
H -10.337 8.352 -0.158
H -10.351 10.915 -0.589
H -6.160 7.093 -1.494
C 11.488 -0.720 -4.636
C 12.379 -0.460 -3.412
C 13.510 -1.459 -3.174
F 13.025 -2.699 -2.942
F 14.216 -1.087 -2.080
F 11.602 -0.358 -2.308
F 12.957 0.759 -3.596
O 10.256 -1.370 -4.381
C 10.227 -2.747 -4.366
C 9.762 -3.268 -3.010
F 10.616 -2.885 -2.029
F 9.733 -4.622 -3.013
F 11.417 -3.263 -4.726
F 9.332 -3.134 -5.301
H 11.202 0.263 -5.008
H 12.037 -1.186 -5.454
H 14.191 -1.493 -4.029
H 8.776 -2.893 -2.773
```

## Properties
E_tot in Eh: -6356.0871
E_HOMO in eV: -11.867
Charge: +1
Lowest unoccupied orbital energy in Ha: -0.117
Multiplicity: 1
Frontier orbital gap in eV: 8.7

=====

ORCA calculation (ωB97M-V with the def2-TZVPD basis set) on a molecular structure, C55H75BN7P2RbS.

XYZ file:
```
142
Properties=species:S:1:pos:R:3
Rb 0.937 1.220 0.337
C 2.055 1.836 3.940
C 2.450 0.484 4.521
C 1.822 0.259 5.894
C 2.202 -0.640 3.552
C 2.308 -2.017 3.773
C 2.250 -2.596 2.525
C 2.233 -4.097 2.361
C 0.790 -4.598 2.199
C 3.212 -4.742 1.379
N 2.104 -1.599 1.602
N 2.047 -0.404 2.265
B 2.617 -1.590 0.109
N 3.753 -0.565 -0.093
N 3.614 0.763 0.171
C 4.737 1.347 -0.206
C 5.632 0.411 -0.737
C 4.961 -0.793 -0.662
C 5.389 -2.126 -1.208
C 6.902 -2.198 -1.367
C 4.715 -2.381 -2.561
C 4.881 2.842 -0.096
C 6.342 3.277 -0.077
C 4.132 3.525 -1.238
N 1.541 -1.357 -1.057
N 1.578 -0.243 -1.851
C 0.909 -0.534 -2.956
C 0.416 -1.842 -2.911
C 0.846 -2.329 -1.691
C 0.656 -3.703 -1.129
C 1.415 -4.745 -1.953
C -0.822 -4.067 -1.032
C 0.848 0.466 -4.079
C 2.190 0.494 -4.814
C -0.290 0.178 -5.053
H 2.280 2.636 4.648
H 0.982 1.864 3.732
H 2.594 2.031 3.012
H 3.538 0.500 4.671
H 0.747 0.431 5.870
H 2.252 0.943 6.627
H 1.988 -0.759 6.246
H 2.424 -2.537 4.708
H 2.563 -4.441 3.348
H 0.186 -3.926 1.591
H 0.299 -4.667 3.170
H 0.768 -5.587 1.737
H 2.897 -4.672 0.341
H 3.303 -5.802 1.622
H 4.201 -4.290 1.457
H 3.050 -2.673 -0.089
H 6.626 0.578 -1.110
H 5.077 -2.904 -0.504
H 7.251 -1.470 -2.100
H 7.200 -3.186 -1.720
H 7.415 -2.003 -0.425
H 5.044 -1.634 -3.287
H 3.632 -2.313 -2.495
H 4.981 -3.368 -2.945
H 4.417 3.141 0.852
H 6.833 3.029 -1.019
H 6.891 2.784 0.725
H 6.425 4.356 0.061
H 4.553 3.231 -2.202
H 4.190 4.613 -1.158
H 3.079 3.235 -1.247
H -0.151 -2.370 -3.658
H 1.067 -3.695 -0.126
H 1.038 -4.779 -2.977
H 1.301 -5.739 -1.518
H 2.478 -4.508 -1.999
H -1.286 -4.102 -2.019
H -1.364 -3.331 -0.435
H -0.951 -5.046 -0.568
H 0.699 1.454 -3.627
H 2.397 -0.474 -5.274
H 3.001 0.716 -4.120
H 2.184 1.250 -5.602
H -0.130 -0.783 -5.547
H -0.343 0.939 -5.831
H -1.261 0.129 -4.555
C -6.603 1.156 -3.939
S -5.205 2.281 -4.025
C -4.041 1.353 -3.005
C -2.765 2.156 -2.826
C -1.747 1.497 -1.907
N -2.093 1.480 -0.442
P -1.903 -0.204 0.035
C -3.561 -0.840 -0.407
C -3.644 -1.640 -1.546
C -4.878 -2.092 -2.000
C -6.031 -1.735 -1.327
C -5.960 -0.938 -0.190
C -4.733 -0.498 0.269
C -1.963 -0.540 1.837
C -1.513 0.235 2.899
C -1.504 -0.261 4.194
C -1.892 -1.562 4.456
C -2.294 -2.369 3.401
C -2.336 -1.863 2.116
P -1.931 3.118 0.117
C -3.560 3.886 -0.250
C -3.578 5.255 -0.495
C -4.777 5.910 -0.737
C -5.966 5.200 -0.746
C -5.956 3.834 -0.503
C -4.761 3.185 -0.252
C -2.105 3.179 1.934
C -1.033 3.684 2.661
C -1.107 3.805 4.044
C -2.263 3.432 4.706
C -3.350 2.947 3.988
C -3.274 2.827 2.616
H -7.422 1.598 -4.502
H -6.928 1.015 -2.907
H -6.370 0.184 -4.373
H -3.811 0.396 -3.483
H -4.500 1.126 -2.045
H -2.982 3.179 -2.515
H -2.279 2.245 -3.804
H -0.775 1.982 -2.047
H -1.599 0.458 -2.222
H -2.733 -1.906 -2.069
H -4.932 -2.721 -2.879
H -6.994 -2.078 -1.682
H -6.866 -0.673 0.339
H -4.671 0.101 1.169
H -1.166 1.244 2.743
H -1.197 0.394 4.997
H -1.873 -1.946 5.467
H -2.585 -3.397 3.575
H -2.672 -2.515 1.319
H -2.649 5.814 -0.508
H -4.778 6.974 -0.932
H -6.899 5.709 -0.949
H -6.883 3.273 -0.516
H -4.751 2.122 -0.062
H -0.126 3.986 2.146
H -0.262 4.193 4.596
H -2.326 3.527 5.782
H -4.254 2.656 4.507
H -4.124 2.447 2.068
```

## Properties
E_tot in Eh: -3654.0543
E_HOMO in eV: -7.963
Relative energy (zero: lowest compared OMol25 entry of this formula, charge and spin) in kJ/mol: 18.2
Lowest unoccupied orbital energy in Ha: 0.009
Multiplicity: 1
Frontier orbital gap in eV: 8.2